Record 1
Here is 6 unconnected molecules or ions with the total composition C16H43NO6 from the Open Molecules 2025 dataset. Energies are from ωB97M-V with the def2-TZVPD basis set.

Properties
⟨S²⟩	0.75
molecular weight	345.52	g/mol
lowest unoccupied orbital energy (spin up / spin down)	2.7 / 2.7	eV
orbital gap (spin up / spin down)	2.47 / 8.15	eV

ORCA input file:
```
! wB97M-V def2-TZVPD RIJCOSX def2/J DEFGRID3
* xyz -1 2
C 2.630 -0.291 -1.494
C 2.583 1.178 -0.852
C 3.997 1.892 -1.077
C 4.140 2.411 -2.561
C 3.049 3.447 -2.825
C 1.682 2.742 -2.652
N 1.487 2.078 -1.326
O 0.233 1.526 -1.096
C 0.590 3.907 -2.711
C 1.407 1.829 -3.810
C 2.528 1.140 0.695
H 3.226 -0.892 -0.808
H 3.159 -0.391 -2.442
H 1.620 -0.698 -1.550
H 4.071 2.740 -0.395
H 4.785 1.168 -0.871
H 4.135 1.590 -3.279
H 5.122 2.848 -2.742
H 3.207 3.771 -3.854
H 3.186 4.393 -2.302
H 0.533 4.543 -1.828
H 0.837 4.598 -3.517
H -0.443 3.583 -2.831
H 0.340 1.690 -3.988
H 1.831 2.214 -4.737
H 1.793 0.812 -3.737
H 3.317 0.538 1.146
H 1.580 0.672 0.960
H 2.497 2.138 1.132
H -0.061 1.877 -0.252
C -5.987 -1.626 3.199
C -4.709 -1.583 2.340
O -3.876 -2.633 2.804
H -5.739 -1.331 4.218
H -6.490 -2.593 3.186
H -6.760 -0.926 2.882
H -4.232 -0.606 2.420
H -5.046 -1.751 1.317
H -2.982 -2.375 2.565
C -1.432 -2.728 -0.095
C -0.821 -1.571 0.647
O -1.333 -1.621 1.997
H -2.489 -2.533 -0.278
H -1.361 -3.671 0.447
H -0.875 -2.990 -0.994
H -1.059 -0.623 0.165
H 0.268 -1.549 0.610
H -0.988 -0.909 2.541
C 0.870 1.297 4.081
O 0.165 0.480 3.111
H 0.236 2.067 4.521
H 1.319 0.723 4.891
H 1.676 1.890 3.648
H -0.181 1.078 2.444
C 2.057 -3.437 2.324
O 2.526 -4.424 3.231
H 1.210 -3.802 1.743
H 1.623 -2.519 2.721
H 2.915 -3.227 1.685
H 1.740 -4.777 3.656
C -4.662 -1.637 -1.881
O -5.122 -2.482 -2.938
H -4.810 -1.992 -0.861
H -3.594 -1.431 -1.952
H -5.048 -0.618 -1.869
H -6.071 -2.622 -2.922
*
```

---

Record 2
Here is a molecular structure, C34H27GeIN3PtS4SbSe2 from the Open Molecules 2025 dataset. Energies are from ωB97M-V with the def2-TZVPD basis set.

Properties
molecular weight	1280.15	g/mol
relative energy (zero: lowest compared OMol25 entry of this formula, charge and spin)	3.4	kcal/mol
lowest unoccupied orbital energy	3.6	eV
orbital gap	5.22	eV

ORCA input file:
```
! wB97M-V def2-TZVPD RIJCOSX def2/J DEFGRID3
* xyz -2 1
Pt -0.338 -1.067 0.521
S -0.415 -5.037 2.675
Sb 1.916 -4.211 2.012
S 1.715 -1.962 1.077
S -1.365 -3.544 3.719
S 2.065 -5.713 0.257
Se -2.919 -2.592 2.308
Se -4.295 -0.950 -0.477
C -3.271 0.417 0.306
C -3.862 1.576 0.853
C -3.084 2.560 1.423
C -1.695 2.460 1.425
C -1.152 1.337 0.829
N -1.926 0.337 0.346
C -2.277 -3.451 0.743
C -2.897 -4.615 0.315
C -2.340 -5.329 -0.729
C -1.156 -4.883 -1.285
C -0.604 -3.710 -0.812
N -1.169 -2.985 0.160
H -4.939 1.658 0.823
H -3.567 3.425 1.867
H -1.059 3.210 1.875
H 0.929 1.188 1.475
H -3.786 -4.951 0.826
H -2.800 -6.249 -1.069
H -0.632 -5.440 -2.047
H 0.335 -3.331 -1.192
I 1.878 -2.089 6.341
C 0.270 -1.014 5.557
C -0.850 -0.758 6.322
C -1.910 -0.096 5.721
C -1.787 0.286 4.394
N -0.703 0.042 3.663
C 0.305 -0.613 4.227
H -0.905 -1.084 7.353
H -2.819 0.109 6.271
H -2.597 0.795 3.881
H 1.145 -0.850 3.578
C 0.253 0.896 0.672
Ge 1.004 1.289 -1.083
C 2.527 0.140 -1.510
C 3.753 0.309 -0.871
C 4.794 -0.585 -1.078
C 4.620 -1.667 -1.928
C 3.407 -1.843 -2.579
C 2.373 -0.943 -2.372
C -0.297 1.225 -2.563
C -0.296 2.257 -3.505
C -1.183 2.259 -4.573
C -2.103 1.229 -4.714
C -2.122 0.198 -3.785
C -1.222 0.193 -2.727
C 1.721 3.142 -1.169
C 1.067 4.188 -0.519
C 1.532 5.494 -0.600
C 2.672 5.781 -1.339
C 3.338 4.755 -1.993
C 2.865 3.451 -1.906
H 3.893 1.134 -0.180
H 5.732 -0.455 -0.551
H 5.418 -2.387 -2.064
H 3.257 -2.703 -3.220
H 1.418 -1.106 -2.860
H 0.402 3.080 -3.404
H -1.163 3.074 -5.289
H -2.810 1.236 -5.535
H -2.855 -0.595 -3.854
H -1.272 -0.614 -2.005
H 0.171 3.979 0.054
H 1.003 6.290 -0.088
H 3.038 6.799 -1.404
H 4.230 4.969 -2.572
H 3.398 2.656 -2.418
*
```